#P
The following is a quantum chemistry calculation of an isolated molecule of C3H6N2S, from the OMol25 dataset.

```
! wB97M-V def2-TZVPD RIJCOSX def2/J DEFGRID3
* xyz 0 1
S 2.91149 0.13691 -0.16776
C 1.30065 0.27859 0.11483
C 0.30850 -0.93146 0.33227
C -0.95099 -0.51519 -0.45435
N -0.99517 0.89549 -0.08333
N 0.36625 1.28593 0.07448
H 0.84246 -1.82517 -0.07426
H 0.05764 -1.17979 1.45041
H -1.90686 -1.11618 -0.28918
H -0.99434 -0.50194 -1.49433
H -1.54142 1.16557 0.72717
H 0.60179 2.30725 -0.13596
*
```

Summary:
frontier orbital gap = 9.1 eV
structure (SMILES) = S=C1CCNN1
HOMO energy = -8.345 eV
lowest unoccupied orbital energy = 0.028 hartree

---

#Q
The following is a quantum chemistry calculation of an isolated molecule of C3H6N2S, from the OMol25 dataset.

```
! wB97M-V def2-TZVPD RIJCOSX def2/J DEFGRID3
* xyz 0 1
N -1.37734 -1.28831 -0.72499
C -0.90497 0.05396 -0.66017
C -0.00548 0.64487 -1.76951
N 1.05486 0.65522 -0.72317
C 0.29950 0.23069 0.28053
S 0.57605 -0.10129 1.84474
H -1.28558 -1.67601 0.17969
H -2.36233 -1.25907 -1.03932
H -1.61536 0.78466 -0.24296
H 0.23373 -0.08681 -2.59697
H -0.27921 1.58645 -2.17274
H 2.01497 1.12593 -0.61144
*
```

Summary:
frontier orbital gap = 9.3 eV
structure (SMILES) = N[C@@H]1CNC1=S
HOMO energy = -8.439 eV
lowest unoccupied orbital energy = 0.030 hartree

---

#R
The following is a quantum chemistry calculation of an isolated molecule of C3H6N2S, from the OMol25 dataset.

```
! wB97M-V def2-TZVPD RIJCOSX def2/J DEFGRID3
* xyz 0 1
N 1.93566 -0.12137 0.92914
C 0.76407 0.49899 0.41578
S 0.33390 1.83800 1.17630
N 0.23008 0.04979 -0.81029
C -1.26405 0.43669 -0.79068
C -0.87645 -1.04417 -0.54732
H 2.31624 -1.08585 0.67419
H 1.92462 0.35058 2.00601
H -1.76696 1.24904 -0.17107
H -1.35665 0.78386 -1.82144
H -1.08009 -1.64741 -1.53633
H -1.16036 -1.30814 0.47571
*
```

Summary:
frontier orbital gap = 9.2 eV
structure (SMILES) = NC(=S)N1CC1
HOMO energy = -8.499 eV
lowest unoccupied orbital energy = 0.026 hartree

---

#S
The following is a quantum chemistry calculation of an isolated molecule of C3H6N2S, from the OMol25 dataset.

```
! wB97M-V def2-TZVPD RIJCOSX def2/J DEFGRID3
* xyz 0 1
C -0.33130 2.26688 -1.73026
N 0.05520 1.16068 -2.27263
N 0.21177 0.06577 -1.46710
C -0.08349 0.22345 -0.00965
C -0.31824 -1.06079 0.81936
S 0.27646 -1.35430 2.25198
H -0.61753 2.48486 -0.70064
H -0.40404 3.08902 -2.40121
H 0.32676 -0.81369 -1.92760
H -0.96840 0.88208 0.06353
H 0.77913 0.69171 0.39344
H -1.00978 -1.82750 0.24225
*
```

Summary:
frontier orbital gap = 8.4 eV
structure (SMILES) = C=NNCC=S
HOMO energy = -8.844 eV
lowest unoccupied orbital energy = -0.017 hartree

---

It turns out #Q is the most stable, with the second structure 79.2 kJ/mol higher.

---

#P
The following is a quantum chemistry calculation of an isolated molecule of C3H6N2S, from the OMol25 dataset.

```
! wB97M-V def2-TZVPD RIJCOSX def2/J DEFGRID3
* xyz 0 1
C 1.31083 1.33775 1.29037
N 0.47385 1.08558 0.17067
C 0.14475 -0.06420 -0.08709
N -0.87713 -0.36480 -1.07406
C -1.40982 -1.57154 -1.20180
S -2.65277 -1.87632 -2.23951
H 0.81227 1.98415 1.97633
H 2.25978 1.77749 0.90840
H 1.57676 0.48206 1.86127
H 0.55178 -0.94867 0.47756
H -1.17351 0.43177 -1.66668
H -1.01679 -2.27327 -0.41546
*
```

Summary:
frontier orbital gap = 9.1 eV
structure (SMILES) = C/N=C/NC=S
HOMO energy = -8.612 eV
lowest unoccupied orbital energy = 0.017 hartree

---

#Q
The following is a quantum chemistry calculation of a cluster of 2 separate species, C3H6N2S in total, from the OMol25 dataset.

```
! wB97M-V def2-TZVPD RIJCOSX def2/J DEFGRID3
* xyz 0 1
N 3.05345 -2.23244 -0.90706
C 2.78733 -1.72340 0.12728
S 2.95988 -1.14745 1.54149
H 2.78530 -2.59412 -1.81457
C 0.62073 0.58214 -0.24766
N -0.33211 -0.16557 0.04553
C -1.13156 0.23400 1.23674
H 1.04332 1.39269 0.36324
H 1.21126 0.22457 -1.09776
H -2.08397 -0.48450 1.20483
H -0.52431 -0.01367 2.21656
H -1.39607 1.36913 1.17928
*
```

Summary:
frontier orbital gap = 10.3 eV
structure (SMILES) = N=C=S.C=NC
HOMO energy = -9.531 eV
lowest unoccupied orbital energy = 0.029 hartree

---

It turns out #P is the most stable, with the second structure 124.9 kJ/mol higher.

---

#P
The following is a quantum chemistry calculation of an isolated molecule of C3H6N2S, from the OMol25 dataset.

```
! wB97M-V def2-TZVPD RIJCOSX def2/J DEFGRID3
* xyz 0 1
H -1.66442 1.22539 -0.46903
N -0.98600 1.93163 -0.20306
C 0.19659 1.46903 -0.02521
N 0.68743 0.15774 -0.18758
S 2.40036 0.08480 -0.12132
C -0.03364 -1.01909 -0.39947
C -1.23512 -1.26866 0.15311
H 0.97145 2.13953 0.31312
H 2.58367 -0.25900 1.16597
H 0.51380 -1.72637 -0.98053
H -1.72405 -0.49330 0.72834
H -1.71007 -2.24172 0.02565
*
```

Summary:
frontier orbital gap = 9.6 eV
structure (SMILES) = [H]/N=C\N(S)C=C
HOMO energy = -8.947 eV
lowest unoccupied orbital energy = 0.023 hartree

---

#Q
The following is a quantum chemistry calculation of a structure of composition C3H6N2S, from the OMol25 dataset.

```
! wB97M-V def2-TZVPD RIJCOSX def2/J DEFGRID3
* xyz 0 1
C -0.68529 0.80299 -0.12283
C -0.49264 -0.42465 -1.02108
C 0.50831 0.48554 0.82183
N 0.31325 -0.94694 1.00145
N 0.45622 -1.25234 -0.37830
S 2.03974 0.44435 -0.31146
H -0.51093 1.84140 -0.69824
H -1.62162 0.58991 0.48968
H -1.31117 -1.18654 -1.18472
H -0.19987 0.03731 -2.01296
H 0.74848 1.07568 1.67829
H 0.75552 -1.46669 1.73833
*
```

Summary:
frontier orbital gap (spin up / spin down) = 8.1 / 7.5 eV
HOMO energy (spin up / spin down) = -8.666 / -8.462 eV
lowest unoccupied orbital energy (spin up / spin down) = -0.021 / -0.036 hartree

---

It turns out #P is the most stable, with the second structure 274.2 kJ/mol higher.

---

#P
The following is a quantum chemistry calculation of an isolated molecule of H4INP2, from the OMol25 dataset.

```
! wB97M-V def2-TZVPD RIJCOSX def2/J DEFGRID3
* xyz 0 1
P 1.17108 -1.22648 0.48701
P 0.31484 -0.36419 -1.26037
N -0.72908 0.99088 0.15731
I -1.06970 2.82108 -0.58828
H 0.25808 -0.86898 1.47337
H 0.48263 -2.47488 0.37454
H 1.13407 0.75513 -0.98807
H -1.56192 0.36744 0.34449
*
```

Summary:
frontier orbital gap = 7.9 eV
structure (SMILES) = [PH2]#[PH]NI
HOMO energy = -8.713 eV
lowest unoccupied orbital energy = -0.030 hartree

---

#Q
The following is a quantum chemistry calculation of a structure of composition H4INP2, from the OMol25 dataset.

```
! wB97M-V def2-TZVPD RIJCOSX def2/J DEFGRID3
* xyz 0 1
N 1.50570 -0.24435 0.48444
P -1.76697 1.33902 0.03132
P 1.84410 -1.65642 -0.07636
I 3.00449 1.26267 0.45803
H -0.59392 0.55859 0.02083
H -2.32805 0.20087 0.57024
H -2.22377 0.67388 -1.12979
H 0.55841 -2.13426 -0.35871
*
```

Summary:
frontier orbital gap = 8.1 eV
HOMO energy = -9.220 eV
lowest unoccupied orbital energy = -0.040 hartree

---

It turns out #P is the most stable, with the second structure 14.1 kJ/mol higher.

---

#P
The following is a quantum chemistry calculation of a cluster of 10 separate species, C20H40Br20 in total, from the OMol25 dataset.

```
! wB97M-V def2-TZVPD RIJCOSX def2/J DEFGRID3
* xyz 0 1
Br -1.64109 16.74549 28.08902
C -0.04493 17.62888 28.69787
C -0.25098 18.12668 30.13595
Br 1.01954 19.46122 30.67058
H 0.11029 18.48192 28.03233
H 0.84990 17.02810 28.60208
H 0.00712 17.30714 30.79882
H -1.26457 18.41834 30.38356
Br -5.80237 17.18208 25.51095
C -4.70190 17.76747 27.04689
C -5.30028 19.07325 27.55210
Br -4.04070 19.95480 28.76807
H -3.75709 17.86858 26.55759
H -4.74784 17.01042 27.81840
H -6.20554 18.91763 28.12034
H -5.47524 19.77088 26.74704
Br 6.39717 20.48194 31.14716
C 5.20212 19.05331 31.71465
C 5.75454 18.43986 32.92933
Br 4.48799 17.11554 33.60930
H 4.99924 18.36288 30.91072
H 4.27599 19.53947 31.98092
H 5.91688 19.19055 33.68537
H 6.66679 17.89262 32.74042
Br -4.27730 17.23736 34.13734
C -5.12877 16.39002 32.62020
C -6.57630 16.84922 32.57496
Br -7.54468 15.80990 31.28718
H -4.98063 15.33667 32.77277
H -4.59650 16.72927 31.73349
H -6.64295 17.89642 32.35557
H -7.04834 16.60091 33.52097
Br -5.63120 20.45985 36.36288
C -4.74025 20.90811 34.71618
C -3.27381 20.65473 34.82706
Br -2.33456 22.26894 35.37949
H -4.97468 21.92420 34.46351
H -5.13930 20.22500 33.97450
H -2.82333 20.34533 33.89678
H -3.08472 19.89860 35.57570
Br -4.22406 13.87758 30.13478
C -4.12998 14.19940 28.24905
C -5.45411 14.13524 27.62609
Br -6.08793 12.31332 27.50449
H -3.41663 13.52761 27.79991
H -3.75143 15.21398 28.16560
H -5.42204 14.60521 26.64387
H -6.21657 14.64651 28.19988
Br 3.09761 17.42298 26.86734
C 3.97074 18.94901 26.01964
C 5.30250 18.58586 25.66488
Br 6.16907 20.09226 24.78688
H 3.90159 19.79302 26.68334
H 3.31112 19.15689 25.18526
H 5.35285 17.74026 25.00093
H 5.90093 18.42010 26.54862
Br 4.31031 12.45727 28.68242
C 2.57494 12.58691 27.87025
C 2.36440 13.99574 27.45406
Br 0.68689 14.14980 26.44250
H 1.84113 12.27472 28.60274
H 2.46114 11.91524 27.02334
H 3.09381 14.36180 26.75692
H 2.24402 14.64647 28.31046
Br 0.28077 19.15116 25.07237
C 0.12804 17.34055 24.41809
C -1.27054 16.99803 24.03190
Br -1.82338 17.95046 22.43588
H 0.47494 16.67990 25.20774
H 0.79120 17.23584 23.56782
H -1.96611 17.29511 24.80909
H -1.38335 15.93436 23.85893
Br 2.17662 15.60800 31.02518
C 1.50538 14.15137 32.02196
C 0.16225 13.68868 31.57847
Br -1.23643 14.91516 32.13328
H 1.48944 14.39577 33.07599
H 2.19979 13.31083 31.92861
H -0.07632 12.66913 31.86226
H 0.15374 13.64945 30.48332
*
```

Summary:
frontier orbital gap = 10.2 eV
structure (SMILES) = BrCCBr.BrCCBr.BrCCBr.BrCCBr.BrCCBr.BrCCBr.BrCCBr.BrCCBr.BrCCBr.BrCCBr
HOMO energy = -10.080 eV
lowest unoccupied orbital energy = 0.003 hartree

---

#Q
The following is a quantum chemistry calculation of a cluster of 10 separate species, C20H40Br20 in total, from the OMol25 dataset.

```
! wB97M-V def2-TZVPD RIJCOSX def2/J DEFGRID3
* xyz 0 1
Br -8.77479 3.73522 -1.49034
C -7.19668 4.28403 -0.41588
C -7.24911 5.66703 0.29342
Br -5.71063 5.95486 1.49253
H -6.26154 4.23595 -0.97382
H -7.25398 3.58764 0.42069
H -8.17224 5.76449 0.86476
H -7.28901 6.52675 -0.37544
Br 9.10097 1.03365 5.26116
C 8.47193 -0.68520 4.53136
C 7.69956 -0.44602 3.24095
Br 7.02504 -2.10831 2.51832
H 7.91670 -1.15357 5.34404
H 9.34906 -1.29515 4.31525
H 8.39542 0.06992 2.57937
H 6.83154 0.20299 3.35678
Br -2.40011 -1.43653 -9.43814
C -1.18649 0.03214 -8.96177
C -1.13114 0.10068 -7.45251
Br -2.71457 0.89233 -6.55972
H -1.58487 0.92218 -9.44883
H -0.19723 -0.21782 -9.34516
H -0.25472 0.58879 -7.02619
H -1.03162 -0.89605 -7.02272
Br 7.37358 5.25822 -4.26154
C 8.40769 3.68410 -4.68060
C 7.75915 2.41733 -4.24480
Br 9.19663 1.07188 -4.50544
H 9.31548 3.77525 -4.08420
H 8.77078 3.73291 -5.70720
H 6.89946 2.13252 -4.85136
H 7.49631 2.41381 -3.18697
Br 4.40762 8.49829 4.54714
C 3.71458 6.84548 3.67907
C 2.22102 7.12200 3.22964
Br 2.27169 8.36441 1.62313
H 3.82164 6.09025 4.45770
H 4.47769 6.71917 2.91108
H 1.67171 7.55558 4.06532
H 1.72137 6.17110 3.04459
Br -7.49944 0.32844 4.90090
C -8.85637 -1.19117 4.75683
C -10.29590 -0.74761 4.66049
Br -11.50568 -2.20718 3.95463
H -8.81204 -1.82107 5.64528
H -8.61649 -1.81986 3.89933
H -10.29723 0.03301 3.89975
H -10.61627 -0.39718 5.64164
Br -2.23473 -2.38935 1.40450
C -0.46848 -1.61716 0.79416
C -0.45402 -0.11213 0.94673
Br 1.11327 0.61887 0.17711
H -0.31324 -1.72018 -0.27980
H 0.26129 -2.23323 1.31951
H -0.51920 0.32488 1.94316
H -1.33985 0.27377 0.44227
Br -5.62826 -7.46294 -4.19385
C -4.92075 -5.65559 -4.68465
C -6.12042 -4.74138 -5.00210
Br -6.94116 -4.01909 -3.33075
H -4.34022 -5.85748 -5.58483
H -4.26518 -5.24670 -3.91580
H -6.91556 -5.07820 -5.66724
H -5.77396 -3.80895 -5.44779
Br -3.12474 -0.93396 10.14777
C -1.37288 -0.81801 9.17261
C -1.15872 0.62147 8.75223
Br 0.53979 0.83455 7.77843
H -1.33434 -1.40496 8.25495
H -0.55706 -1.15244 9.81346
H -1.03654 1.37268 9.53252
H -1.85641 1.00422 8.00736
Br 4.48538 -5.74837 -4.38747
C 5.67573 -7.26764 -4.96274
C 6.59372 -7.82356 -3.87078
Br 7.92859 -9.07626 -4.70559
H 6.41509 -6.81683 -5.62471
H 5.12510 -8.07596 -5.44392
H 6.06472 -8.40375 -3.11472
H 7.06493 -6.97622 -3.37270
*
```

Summary:
frontier orbital gap = 10.0 eV
structure (SMILES) = BrCCBr.BrCCBr.BrCCBr.BrCCBr.BrCCBr.BrCCBr.BrCCBr.BrCCBr.BrCCBr.BrCCBr
HOMO energy = -10.094 eV
lowest unoccupied orbital energy = -0.004 hartree

---

It turns out #P is the most stable, with the second structure 261.5 kJ/mol higher.

---

#P
The following is a quantum chemistry calculation of a cluster of 3 separate species, C3H12O2S2 in total, from the OMol25 dataset.

```
! wB97M-V def2-TZVPD RIJCOSX def2/J DEFGRID3
* xyz 0 1
C 2.69807 0.33427 -0.80373
C 2.58191 -0.05713 0.69010
C 1.79730 0.93263 1.52968
S 0.60195 0.23474 2.69468
S 1.85108 -0.48284 4.18805
H 1.93888 1.07842 -1.04764
H 3.60188 0.89862 -0.96998
H 2.60650 -0.52722 -1.45598
H 3.53268 -0.29457 1.11817
H 1.95303 -0.95032 0.67244
H 1.17528 1.53810 0.86964
H 2.42302 1.57779 2.13105
H 2.15495 -1.66655 3.63185
O -5.18818 -3.61719 -1.15581
H -5.34729 -4.16100 -0.37998
H -4.30636 -3.82889 -1.42956
O -4.97264 3.19942 -3.55968
H -5.06012 2.44914 -2.97375
H -4.04193 3.34257 -3.74957
*
```

Summary:
frontier orbital gap = 9.6 eV
structure (SMILES) = CCCSS.O.O
HOMO energy = -9.180 eV
lowest unoccupied orbital energy = 0.015 hartree

---

#Q
The following is a quantum chemistry calculation of a cluster of 3 separate species, C3H12O2S2 in total, from the OMol25 dataset.

```
! wB97M-V def2-TZVPD RIJCOSX def2/J DEFGRID3
* xyz 0 1
C 2.69829 1.68893 -1.48985
C 2.08515 0.27545 -1.43300
C 1.42902 -0.00525 -0.10719
S 0.66186 -1.69120 -0.07657
S -1.04937 -1.36743 -1.21523
H 2.87871 2.02641 -2.49690
H 3.64048 1.76162 -0.93894
H 2.06219 2.44876 -1.05788
H 1.28434 0.29230 -2.18394
H 2.86361 -0.42289 -1.73364
H 2.18319 -0.19606 0.65031
H 0.68535 0.71747 0.19589
H -0.90104 -0.10296 -1.49610
O -1.37538 0.69670 3.77205
H -0.41342 0.62534 3.81457
H -1.64193 0.00831 4.39676
O -5.91392 -2.38830 0.14989
H -5.31165 -1.63425 0.19535
H -5.86545 -2.73295 1.05439
*
```

Summary:
frontier orbital gap = 8.6 eV
structure (SMILES) = CCCSS.O.O
HOMO energy = -8.123 eV
lowest unoccupied orbital energy = 0.016 hartree

---

It turns out #P is the most stable, with the second structure 22.0 kJ/mol higher.